Record 1
The following is a DFT calculation (the ωB97M-V functional and the def2-TZVPD basis) of 11 unconnected molecules or ions with the total composition C22H66N8O11 in a non-equilibrium geometry.

ORCA input file:
```
! RIJCOSX wB97M-V def2-TZVPD def2/J DEFGRID3
* xyz 0 1
O 1.13 2.69 3.83
O -1.67 2.80 -1.09
O 2.04 3.14 -1.65
O -3.78 2.66 0.76
O 1.52 -0.41 3.90
O 0.89 -0.98 1.17
O 2.62 -0.34 -3.94
O -1.56 -1.32 3.19
O -2.43 -0.76 -4.45
O 0.19 -1.54 -4.01
O 4.13 -4.08 -0.59
N -0.64 3.46 -3.01
N 3.50 0.68 -2.11
N 3.13 -2.89 1.07
N 0.87 3.58 0.26
N -2.94 3.74 -2.74
N 3.12 4.12 0.10
N 2.24 -2.93 -1.06
N 4.58 -1.11 -3.08
C 3.26 -3.31 -0.22
C -1.75 3.30 -2.22
C -1.68 -2.57 2.52
C -0.77 -3.70 -3.71
C 2.00 3.62 -0.50
C -2.81 0.06 -3.35
C 3.60 -1.50 4.59
C -3.68 1.36 1.32
C -4.16 0.28 0.37
C -3.07 -3.14 2.83
C -0.25 -0.09 -0.85
C -4.41 1.33 2.66
C 0.44 -2.94 -4.20
C -0.24 3.12 4.00
C -4.26 0.42 -3.59
C -0.48 4.34 3.15
C 0.83 0.09 0.21
C 3.53 -0.24 -3.12
C 3.62 0.54 3.17
C 0.72 -3.19 -5.68
C -0.61 -3.56 2.94
C 2.90 -0.18 4.27
H 4.33 0.78 -1.56
H -0.57 -4.77 -3.73
H 4.53 -1.31 5.12
H 1.35 -3.22 -3.65
H -0.20 -3.01 -6.25
H -2.72 -0.54 -2.43
H -3.06 2.76 0.11
H -0.73 -4.54 2.50
H 0.01 3.17 -0.09
H 3.15 4.24 1.10
H 1.16 1.73 3.92
H 3.35 1.60 3.04
H 2.32 -3.29 -2.00
H 1.01 -0.56 2.03
H -5.43 1.70 2.53
H -3.84 -0.71 0.68
H -0.61 -3.63 4.03
H -1.54 4.60 3.11
H -4.45 0.31 3.03
H -4.28 1.06 -4.48
H 0.08 0.52 -1.69
H 0.42 -3.21 2.77
H -0.99 -3.43 -2.67
H 0.06 5.18 3.59
H 1.60 -2.18 -0.87
H 2.89 0.37 5.22
H 2.80 1.42 -2.05
H 3.99 3.98 -0.39
H -1.58 -1.19 -4.25
H -3.82 -2.62 2.23
H 2.93 -2.13 5.19
H -0.15 4.24 2.12
H -1.66 -2.44 1.44
H -1.61 -3.48 -4.37
H -2.96 4.16 -3.65
H -3.76 3.56 -2.18
H 2.32 -2.36 1.36
H -0.71 -0.95 2.93
H -4.63 1.05 -2.77
H -2.14 0.92 -3.32
H 1.49 -2.50 -6.02
H 0.93 3.94 1.19
H -5.24 0.29 0.21
H -3.70 0.45 -0.61
H -0.36 3.36 5.06
H 1.06 -1.10 -3.97
H -0.58 4.22 -3.66
H -2.62 1.13 1.52
H -4.88 -0.45 -3.77
H 1.81 0.22 -0.26
H -3.34 -3.01 3.88
H 1.06 -4.20 -5.89
H -3.89 1.95 3.38
H 0.97 -0.49 4.68
H 4.65 -1.82 -3.79
H 3.85 -3.15 1.72
H -0.92 2.28 3.81
H 5.22 -1.12 -2.31
H 3.77 -2.06 3.67
H -0.31 -1.10 -1.26
H -3.15 -4.19 2.55
H 0.21 3.13 -2.56
H 0.62 1.02 0.74
H 4.70 0.41 3.26
H -1.21 0.32 -0.55
H 3.33 0.14 2.19
*
```

Results
E_LUMO (eV): 0.181
DFT total energy (Eh): -2143.6831
HOMO-LUMO gap (eV): 9.37
Structure (SMILES): NC(N)=O.NC(N)=O.NC(N)=O.NC(N)=O.CC(C)O.CC(C)O.CC(C)O.CC(C)O.CCO.CCO.CCO
HOMO energy (eV): -9.189
ΔE to the lowest compared entry with this formula, charge and spin (kcal/mol): 0.0

---

Record 2
The following is a DFT calculation (the ωB97M-V functional and the def2-TZVPD basis) of 2 unconnected molecules or ions with the total composition C5H13N3O2 in a non-equilibrium geometry.

ORCA input file:
```
! RIJCOSX wB97M-V def2-TZVPD def2/J DEFGRID3
* xyz 0 3
O 2.49 0.99 -2.02
O 3.00 -0.50 -0.19
N 2.29 0.36 -0.62
N 0.55 0.55 0.98
N -1.95 -0.75 -1.38
C -0.67 1.40 1.25
C -2.33 0.39 -1.67
C 0.69 -0.77 1.58
C 1.13 0.79 -0.24
C -0.19 -1.93 1.00
H -0.53 2.07 2.09
H 3.23 0.55 -2.33
H -1.55 0.65 1.14
H 0.52 1.54 -0.77
H 0.32 -2.15 0.06
H -2.82 0.55 -2.59
H -2.43 1.22 -1.08
H 0.42 -0.55 2.66
H -1.14 -1.48 0.72
H -0.21 -2.69 1.75
H 1.69 -1.08 1.41
H -0.63 2.18 0.46
H -1.87 -1.35 -2.21
*
```

Results
E_LUMO (spin up / spin down) (eV): 0.878 / -0.624
<S²>: 2.008
DFT total energy (Eh): -512.7208
HOMO-LUMO gap (spin up / spin down) (eV): 5.35 / 8.76
HOMO energy (spin up / spin down) (eV): -4.468 / -9.387
ΔE to the lowest compared entry with this formula, charge and spin (kcal/mol): 82.5

---

Record 3
The following is a DFT calculation (the ωB97M-V functional and the def2-TZVPD basis) of a single C4H7N3 molecule.

ORCA input file:
```
! RIJCOSX wB97M-V def2-TZVPD def2/J DEFGRID3
* xyz 0 1
N 1.05 2.02 0.94
N 1.42 0.04 -0.44
N -1.77 -1.75 -0.31
C -0.60 -0.95 -0.29
C 0.67 -1.09 -0.81
C -0.66 0.38 0.22
C 0.60 0.91 0.22
H -1.85 -2.58 0.26
H -1.59 0.94 0.24
H 0.26 2.41 1.45
H 2.42 0.01 -0.30
H 1.52 2.73 0.40
H 1.17 -1.87 -1.34
H -2.61 -1.18 -0.22
*
```

Results
E_LUMO (eV): 1.058
DFT total energy (Eh): -320.8623
HOMO-LUMO gap (eV): 8.28
Structure (SMILES): Nc1c[nH]c(N)c1
HOMO energy (eV): -7.226
ΔE to the lowest compared entry with this formula, charge and spin (kcal/mol): 13.2

---

Record 4
The following is a DFT calculation (the ωB97M-V functional and the def2-TZVPD basis) of a molecular structure, C57H44BrCl3FIN2NaO6P.

ORCA input file:
```
! RIJCOSX wB97M-V def2-TZVPD def2/J DEFGRID3
* xyz -2 1
I -1.48 1.66 1.77
Br 0.21 2.18 -1.80
Cl -8.21 -1.41 -0.12
Cl -3.83 1.50 -1.33
Cl -3.41 -2.81 1.92
P 1.91 1.91 1.63
Na -0.33 -0.94 -0.10
F 5.82 -0.30 -3.47
O 0.41 -1.78 1.87
O 1.10 -3.99 -1.22
O 1.98 -0.70 -0.36
O -2.43 -0.47 0.43
O -0.90 -3.10 -0.76
O 0.94 -3.97 2.07
N 4.86 -3.14 1.15
N 0.65 -6.17 0.16
C -0.55 -5.37 -0.13
C 4.09 -1.66 -0.59
C 2.91 0.67 2.55
C 0.63 -1.25 -5.85
C -0.14 -4.03 -0.75
C 3.98 4.86 -0.39
C 5.14 -2.36 0.02
C -1.42 -6.24 -1.06
C -4.37 -1.74 0.94
C 2.19 -0.09 3.47
C 0.75 1.64 -3.54
C 0.49 4.89 4.22
C 2.75 -1.55 0.04
C 7.07 -4.17 0.97
C -5.72 -1.97 0.82
C 1.81 2.25 -5.60
C 4.90 -0.55 3.19
C 6.63 -1.59 -1.69
C -0.01 -2.18 -5.06
C 5.95 -3.76 1.91
C -4.55 0.17 -0.48
C 0.47 0.31 -3.97
C -1.85 5.36 3.93
C 1.70 5.24 4.85
C -1.95 4.22 3.10
C 4.53 2.75 -1.37
C -3.68 -0.66 0.30
C 3.22 4.21 0.58
C 4.64 4.13 -1.36
C 7.58 -2.96 0.20
C 6.44 -2.29 -0.52
C 4.17 -1.27 4.13
C 1.15 -2.77 1.74
C 4.31 -0.97 -1.79
C 3.77 2.11 -0.41
C -0.66 5.67 4.50
C 1.56 1.01 -6.10
C -5.90 -0.05 -0.61
C 2.52 -2.50 1.11
C 1.68 3.12 3.01
C 0.38 -7.56 -0.22
C 5.57 -0.96 -2.31
C 2.82 3.50 3.68
C 2.81 -1.03 4.27
C -0.87 3.42 2.81
C 3.56 -3.21 1.58
C 3.11 2.83 0.59
C -0.17 -0.64 -3.11
C 1.40 2.58 -4.30
C 5.48 -4.96 2.73
C 0.89 0.03 -5.31
C 2.85 4.55 4.62
C -6.49 -1.12 0.04
C -0.48 -7.39 -1.47
C -0.39 -1.86 -3.74
C 0.43 3.77 3.31
C 4.28 0.42 2.42
H 1.11 0.04 3.54
H 1.50 -4.83 -0.91
H 8.36 -3.24 -0.52
H -2.92 3.95 2.71
H -1.02 -8.29 -1.75
H 5.96 -0.74 3.06
H 3.75 3.00 3.44
H 5.01 2.17 -2.15
H 4.93 -5.67 2.10
H 3.36 -3.91 2.38
H 2.32 2.99 -6.21
H 1.59 3.57 -3.89
H 4.03 5.94 -0.38
H 6.36 -5.47 3.13
H -0.56 6.51 5.17
H 2.70 4.81 1.33
H 4.66 -2.02 4.74
H -6.17 -2.81 1.33
H -2.26 -6.64 -0.48
H 3.77 4.81 5.11
H 1.31 -8.09 -0.42
H -0.23 -3.17 -5.46
H 7.87 -4.62 1.56
H -1.09 -5.07 0.77
H -6.50 0.61 -1.23
H -2.74 5.95 4.12
H 3.63 1.03 -0.47
H 3.47 -0.47 -2.26
H 6.69 -4.94 0.29
H 2.22 -1.62 4.96
H 5.22 4.64 -2.12
H 4.86 0.98 1.70
H -1.83 -5.68 -1.89
H -0.87 -2.66 -3.18
H 0.15 -7.09 -2.30
H 0.94 -1.48 -6.86
H 1.69 6.08 5.54
H -0.18 -8.11 0.55
H 0.96 -6.00 1.11
H 6.34 -3.01 2.61
H 8.03 -2.26 0.90
H 7.62 -1.53 -2.14
H 4.84 -4.68 3.56
H 1.86 0.74 -7.11
*
```

Results
E_LUMO (eV): 3.392
DFT total energy (Eh): -7615.4452
HOMO-LUMO gap (eV): 4.52
HOMO energy (eV): -1.127
ΔE to the lowest compared entry with this formula, charge and spin (kcal/mol): 0.0